Record 1
Below is a structure of composition C39H45BrCl2MoN5O6P2, with properties calculated with the ωB97M-V functional and the def2-TZVPD basis.

XYZ file:
```
101
Properties=species:S:1:pos:R:3
Mo -0.29 -0.09 -1.31
C 2.91 -0.34 0.48
P 1.21 -1.00 0.67
C 0.80 -0.09 2.20
N 1.44 -0.41 3.28
C 1.18 0.29 4.41
C 1.79 -0.08 5.63
C 1.51 0.62 6.76
C 0.61 1.71 6.74
C 0.01 2.09 5.57
C 0.29 1.38 4.38
N -0.31 1.75 3.22
C -0.09 1.02 2.17
P -1.00 1.53 0.66
C -2.74 1.58 1.18
C -0.53 3.32 0.45
C 0.99 3.45 0.58
C -1.21 4.20 1.50
C -0.96 3.81 -0.94
C 1.49 -2.83 0.94
C 2.34 -3.13 2.19
C 0.18 -3.60 1.06
C 2.25 -3.32 -0.30
H 3.46 -0.60 1.37
H 2.86 0.75 0.40
H 3.42 -0.74 -0.40
H 2.47 -0.93 5.62
H 1.97 0.33 7.70
H 0.40 2.24 7.66
H -0.69 2.92 5.53
H -2.76 1.94 2.20
H -3.16 0.58 1.19
H -3.29 2.25 0.52
H 1.33 3.17 1.58
H 1.27 4.49 0.41
H 1.52 2.84 -0.16
H -0.95 3.90 2.51
H -2.29 4.20 1.40
H -0.87 5.23 1.35
H -0.35 3.37 -1.73
H -0.82 4.89 -0.98
H -2.01 3.61 -1.14
H 1.82 -2.86 3.10
H 3.30 -2.62 2.18
H 2.54 -4.20 2.20
H -0.45 -3.21 1.86
H 0.42 -4.64 1.26
H -0.38 -3.57 0.12
H 3.27 -2.93 -0.35
H 1.72 -3.07 -1.23
H 2.32 -4.40 -0.24
N -3.31 1.15 -2.10
C -2.41 1.49 -3.09
C -2.90 2.25 -4.16
C -2.04 2.68 -5.14
C -0.70 2.34 -5.05
C -0.29 1.59 -3.97
N -1.12 1.18 -2.99
C -3.49 -0.02 -1.37
C -4.80 -0.39 -1.07
C -5.03 -1.53 -0.33
C -3.95 -2.29 0.08
C -2.68 -1.86 -0.25
N -2.44 -0.73 -0.93
H -4.20 1.60 -2.26
H -3.96 2.47 -4.21
H -2.41 3.27 -5.97
H 0.02 2.64 -5.79
H 0.74 1.31 -3.87
H -5.62 0.22 -1.43
H -6.04 -1.82 -0.09
H -4.07 -3.19 0.66
H -1.81 -2.41 0.05
Br 3.87 2.85 -1.95
C 4.25 1.24 -2.87
C 5.50 1.16 -3.46
C 5.88 0.03 -4.16
C 5.01 -1.04 -4.28
C 3.76 -0.97 -3.70
C 3.36 0.16 -2.98
C 2.02 0.09 -2.38
O 1.49 1.01 -1.67
O 1.29 -0.93 -2.55
H 6.19 2.00 -3.36
H 6.86 -0.01 -4.61
H 5.30 -1.93 -4.83
H 3.07 -1.80 -3.78
C -1.05 -4.00 -2.98
O -0.67 -2.87 -2.17
C -1.01 -1.67 -2.64
O -1.58 -1.49 -3.68
H -0.72 -4.88 -2.43
H -0.55 -3.95 -3.95
H -2.13 -4.01 -3.12
Cl -0.92 -2.63 4.99
C -2.27 -2.53 3.83
Cl -3.83 -2.77 4.62
C -2.18 -1.15 3.12
O -2.65 -0.16 3.68
O -1.58 -1.22 2.00
H -2.13 -3.34 3.12
```

Properties
- Energy relative to the best compared isomer or geometry (same formula, charge and spin): 0.00 kJ/mol
- Expectation value of S²: 2.035
- Spin multiplicity: 3
- Kohn-Sham gap (alpha / beta): 0.280 / 0.252 Eh
- DFT total energy: -176427.5431 eV
- LUMO (alpha / beta): -3.031 / -3.786 eV
- Maximum force: 0.6 eV Å⁻¹
- Net charge: +1

=====

Record 2
Below is a cluster of 11 separate species, C39H45F5N6O15 in total at a distorted geometry, with properties calculated with the ωB97M-V functional and the def2-TZVPD basis.

XYZ file:
```
110
Properties=species:S:1:pos:R:3
O -3.18 -9.16 17.58
C -3.46 -8.50 16.58
O -2.83 -8.41 15.37
C -3.49 -7.52 14.56
C -4.20 -6.61 15.53
F -5.44 -6.36 15.01
O -4.43 -7.60 16.54
H -2.72 -6.95 14.05
H -4.22 -8.03 13.93
H -3.62 -5.74 15.84
O -5.27 -7.72 22.02
C -4.44 -7.13 22.80
O -3.59 -6.10 22.49
C -2.90 -5.61 23.68
C -3.60 -6.47 24.73
F -4.55 -5.63 25.02
O -4.08 -7.55 24.00
H -1.82 -5.69 23.68
H -3.05 -4.54 23.83
H -3.04 -6.82 25.59
O -14.66 -8.07 13.66
C -15.68 -8.06 13.01
O -16.78 -8.88 13.20
C -17.68 -8.83 12.07
C -16.88 -8.02 11.12
F -17.84 -7.15 10.80
O -15.90 -7.34 11.85
H -17.98 -9.82 11.74
H -18.59 -8.30 12.36
H -16.52 -8.54 10.23
O -6.02 -9.37 6.77
C -6.16 -10.15 7.72
O -5.34 -11.20 8.01
C -5.84 -11.88 9.16
C -6.99 -11.06 9.74
F -6.60 -10.33 10.81
O -7.09 -10.08 8.67
H -6.23 -12.87 8.91
H -5.11 -11.96 9.96
H -7.91 -11.62 9.93
O -10.80 -11.35 14.52
C -10.49 -10.77 15.54
O -11.20 -10.90 16.69
C -11.05 -9.65 17.40
C -9.57 -9.25 17.03
F -8.69 -10.02 17.73
O -9.60 -9.64 15.65
H -11.70 -8.83 17.10
H -11.37 -9.91 18.41
H -9.25 -8.21 17.11
C -13.53 -10.40 7.77
C -13.95 -11.71 7.89
C -13.17 -12.29 8.82
N -12.46 -11.33 9.35
C -12.54 -10.16 8.68
H -13.90 -9.81 6.94
H -14.67 -12.27 7.31
H -13.07 -13.22 9.36
H -11.92 -11.56 10.18
H -11.93 -9.30 8.86
C -11.13 -13.13 22.70
C -10.52 -12.81 23.95
C -9.48 -11.92 23.69
N -9.19 -12.02 22.38
C -10.19 -12.71 21.71
H -12.00 -13.74 22.48
H -10.89 -13.07 24.93
H -8.83 -11.33 24.31
H -8.49 -11.45 21.92
H -10.16 -12.74 20.64
C -10.87 -6.38 22.30
C -10.53 -5.58 21.18
C -11.78 -5.19 20.72
N -12.76 -5.85 21.37
C -12.25 -6.70 22.24
H -10.13 -6.93 22.86
H -9.52 -5.43 20.84
H -12.09 -4.30 20.19
H -13.73 -5.58 21.30
H -12.88 -7.31 22.87
C -8.31 -17.91 13.59
C -8.20 -17.25 12.40
C -7.68 -18.22 11.44
N -7.17 -19.22 12.16
C -7.52 -19.03 13.46
H -8.79 -17.43 14.43
H -8.71 -16.34 12.15
H -7.57 -18.30 10.37
H -6.67 -20.02 11.79
H -7.19 -19.79 14.16
C -16.94 -14.98 20.08
C -16.31 -14.44 18.96
C -15.87 -13.20 19.20
N -16.25 -12.88 20.47
C -16.96 -13.89 21.03
H -17.19 -16.02 20.25
H -16.21 -15.00 18.05
H -15.35 -12.47 18.60
H -16.10 -11.95 20.84
H -17.30 -13.67 22.03
C -9.77 -4.25 11.98
C -8.91 -3.43 11.16
C -8.05 -4.27 10.47
N -8.34 -5.56 10.94
C -9.36 -5.61 11.92
H -10.62 -3.90 12.55
H -9.06 -2.37 11.01
H -7.19 -4.10 9.85
H -7.77 -6.38 10.79
H -9.78 -6.49 12.38
```

Properties
- Energy relative to the best compared isomer or geometry (same formula, charge and spin): 607.38 kJ/mol
- Kohn-Sham gap: 0.292 Eh
- DFT total energy: -94405.8194 eV
- LUMO: 0.075 eV
- Maximum force: 6.7 eV Å⁻¹